The following is a DFT calculation (ωB97M-V/def2-TZVPD) of the ion C8H12NO3S with charge -1 in a non-equilibrium geometry.

The geometry in XYZ format:
```
25
C8H12NO3S ωB97M-V/def2-TZVPD
C 1.20872 2.26964 0.85356
C 0.39739 1.07197 0.37346
C -0.56817 1.22876 -0.52761
C -1.50775 0.01492 -0.79867
C -2.26557 -0.01991 -2.12786
S -2.76348 0.14541 0.47394
O -3.31220 1.50285 0.29716
O -3.64006 -0.94604 0.14145
O -2.30906 -0.04777 1.85268
N -0.88737 -1.18699 -0.57739
C 0.03974 -1.44414 0.33827
C 0.48352 -2.86641 0.63946
C 0.62797 -0.22814 1.10904
H 1.20105 2.11768 1.91709
H 0.77936 3.26798 0.65059
H 2.23131 2.37281 0.50566
H -0.59805 2.03162 -1.23887
H -2.93955 -0.80165 -2.12283
H -1.59464 -0.03966 -3.00364
H -2.71357 0.96933 -2.33615
H 1.58044 -3.05447 0.51046
H -0.16693 -3.52718 0.06336
H 0.27158 -2.97786 1.74020
H 1.59559 -0.34173 1.55034
H -0.18897 -0.25039 1.86708
```

Its structure (SMILES) is CC1=C[C@](C)(S(=O)(=O)[O-])N=C(C)C1. Its charge is -1. As for the HOMO energy: -4.7 eV. The spin multiplicity is 1.

=====

The following is a DFT calculation (ωB97M-V/def2-TZVPD) of the molecule C8H12O in a non-equilibrium geometry.

The geometry in XYZ format:
```
21
C8H12O ωB97M-V/def2-TZVPD
C 0.17216 -2.06617 -0.27524
C -0.87449 -1.22519 -0.40983
C 1.40994 -1.59152 0.32821
C 2.46883 0.89509 0.47383
C -0.78300 0.22499 -0.16276
C 1.45427 -0.05796 0.15502
C -0.90284 1.01709 -1.44176
C -1.42454 0.79913 1.02606
O 2.09233 0.62822 -0.83306
H 0.06928 -3.07608 -0.49350
H -1.91288 -1.53695 -0.55063
H 1.47952 -1.79263 1.52779
H 2.11611 -2.28950 -0.05436
H 2.04693 1.84492 0.90897
H 3.49073 0.51041 0.75918
H -1.97078 1.01879 -1.64011
H -0.50372 0.44568 -2.24509
H -0.64644 2.00035 -1.32402
H -1.12049 0.36936 2.05966
H -2.44878 0.68564 1.09915
H -1.28344 1.84713 1.23919
```

Its charge is 0. As for the HOMO energy: -7.8 eV. The spin multiplicity is 1.

=====

The following is a DFT calculation (ωB97M-V/def2-TZVPD) of a structure of composition C8H12O in a non-equilibrium geometry.

The geometry in XYZ format:
```
21
C8H12O ωB97M-V/def2-TZVPD
C 1.13128 -0.10856 0.12438
C 0.35728 -1.03163 -0.86298
C 1.55013 -0.81058 1.41420
C -0.72144 -0.09569 -1.34829
C 0.26367 1.13868 0.42159
C -1.46509 0.46212 -0.00417
C -0.78205 0.69086 -2.37233
C -1.99246 -0.37069 0.93596
O 0.38855 2.21410 -0.35777
H 2.01602 0.27881 -0.38919
H 0.18191 1.41719 1.46963
H -0.05965 -1.90535 -0.35288
H 0.99503 -1.38384 -1.67182
H -2.00788 1.38330 -0.20531
H 0.67598 -1.14524 1.97720
H 2.16165 -1.68535 1.18824
H 2.13069 -0.14609 2.05674
H 0.04639 1.96256 -1.29135
H -0.39384 0.57611 -3.37533
H -1.59502 -1.35113 1.15894
H -2.88115 -0.08959 1.48454
```

Its charge is 0. As for the HOMO energy (alpha / beta): -8.6 / -7.2 eV. The spin multiplicity is 1.

=====

Listing ΔE to the lowest compared entry with this formula, charge and spin for the structures above in their given order: 32.6; 117.4; 129.0 kcal per mole.
Listing DFT total energy for the structures above in their given order: -26958.78651; -10532.86966; -10532.36841 eV.